# 1
# C3H4N2O2

One molecule with the formula C3H4N2O2 (ωB97M-V/def2-TZVPD, the OMol25 dataset).

Geometry as ORCA input:
```
! RIJCOSX wB97M-V def2-TZVPD def2/J DEFGRID3
* xyz 0 1
C 0.655 0.233 0.275
N 0.277 -0.309 -0.969
C -0.762 -0.293 -1.863
N -0.495 -0.787 -3.030
O 0.816 -1.077 -3.067
C 1.368 -0.733 -1.722
O 2.514 -0.685 -1.433
H 1.724 -0.144 0.389
H 0.627 1.348 0.243
H 0.008 -0.279 1.072
H -1.858 -0.242 -1.573
*
```

Properties
HOMO ... -9.58 eV
HOMO-LUMO gap ... 10.24 eV

# 2
# C39H57Br3FGeSeSi2Sn

C39H57Br3FGeSeSi2Sn as an isolated structure (ωB97M-V/def2-TZVPD, the OMol25 dataset).

Geometry as ORCA input:
```
! RIJCOSX wB97M-V def2-TZVPD def2/J DEFGRID3
* xyz 0 2
Sn 2.003 0.526 0.921
Br 0.632 -2.828 2.634
C 1.293 -4.545 2.095
Br 2.672 -4.452 0.750
H 0.471 -5.118 1.687
H 1.723 -5.023 2.965
C -0.249 1.833 5.286
Ge -0.733 0.432 3.993
C -2.298 1.015 2.979
C -2.609 0.436 1.748
C -3.740 0.816 1.042
C -4.578 1.798 1.556
C -4.283 2.384 2.778
C -3.153 1.990 3.486
C -1.305 -1.185 4.952
C -2.468 -1.799 4.556
C -2.968 -2.942 5.217
C -2.293 -3.467 6.279
C -1.074 -2.888 6.713
C -0.350 -3.442 7.798
C 0.850 -2.917 8.181
C 1.387 -1.814 7.482
C 0.699 -1.253 6.444
C -0.563 -1.755 6.036
H -0.771 1.630 6.223
H -0.558 2.798 4.887
H 0.821 1.875 5.487
H -1.952 -0.319 1.326
H -3.964 0.355 0.087
H -5.458 2.105 1.006
H -4.932 3.151 3.183
H -2.939 2.465 4.437
H -3.041 -1.393 3.731
H -3.894 -3.391 4.881
H -2.672 -4.338 6.801
H -0.765 -4.300 8.313
H 1.397 -3.349 9.008
H 2.352 -1.416 7.768
H 1.137 -0.423 5.905
C 1.440 3.574 -2.343
Si 3.020 3.752 -1.342
C 4.402 4.297 -2.480
C 2.799 5.033 0.001
Se 3.775 1.771 -0.487
H 1.665 3.560 -3.412
H 0.763 4.409 -2.148
H 0.910 2.656 -2.091
H 4.114 5.198 -3.029
H 4.642 3.515 -3.203
H 5.309 4.520 -1.913
H 2.909 6.039 -0.414
H 3.547 4.902 0.784
H 1.810 4.960 0.457
C -0.811 1.393 -3.837
C -1.034 -0.062 -4.278
C -0.958 -0.106 -5.817
C -2.463 -0.424 -3.848
Si 0.246 -1.288 -3.539
Br 0.354 -0.589 -1.310
C 2.031 -1.093 -4.185
C 2.169 -1.797 -5.549
C 2.386 0.388 -4.360
C 3.077 -1.684 -3.226
C -0.381 -3.097 -3.436
C 0.758 -4.049 -3.050
C -1.510 -3.300 -2.413
C -0.905 -3.534 -4.820
H -1.524 2.023 -4.379
H 0.188 1.771 -4.046
H -0.999 1.527 -2.771
H -1.761 0.512 -6.233
H -1.078 -1.111 -6.224
H -0.016 0.299 -6.188
H -3.141 0.351 -4.217
H -2.568 -0.461 -2.761
H -2.805 -1.374 -4.257
H 1.496 -1.395 -6.307
H 1.999 -2.872 -5.480
H 3.192 -1.657 -5.914
H 1.770 0.887 -5.108
H 3.426 0.456 -4.697
H 2.314 0.934 -3.418
H 3.025 -2.767 -3.148
H 3.012 -1.254 -2.226
H 4.069 -1.429 -3.612
H 1.211 -3.781 -2.095
H 1.540 -4.091 -3.806
H 0.346 -5.059 -2.950
H -1.250 -2.939 -1.417
H -1.703 -4.374 -2.330
H -2.441 -2.823 -2.715
H -0.144 -3.461 -5.599
H -1.773 -2.961 -5.142
H -1.212 -4.583 -4.765
F -1.667 5.549 2.020
C -0.902 4.475 1.730
C 0.224 4.234 2.490
C 0.994 3.117 2.186
C 0.658 2.248 1.146
C -0.488 2.545 0.409
C -1.276 3.654 0.686
H 0.483 4.909 3.295
H 1.882 2.939 2.788
H -0.796 1.894 -0.402
H -2.174 3.874 0.124
*
```

Properties
HOMO (alpha / beta) ... -7.06 / -7.74 eV
HOMO-LUMO gap (alpha / beta) ... 7.00 / 6.75 eV